ORCA calculation (ωB97M-V with the def2-TZVPD basis set) on C29H27FeN5O2S2 as an isolated structure.

ORCA input file:
```
! wB97M-V def2-TZVPD RIJCOSX def2/J DEFGRID3
* xyz -1 6
Fe 0.212 -0.080 0.151
C 0.097 0.057 -3.308
N 0.837 0.749 -2.248
C 2.286 0.535 -2.400
C 2.758 -0.914 -2.470
C 2.341 -1.787 -1.278
N 2.179 -0.939 -0.109
C 2.916 -1.128 0.920
C 2.940 -0.286 2.089
C 3.812 -0.642 3.133
C 3.930 0.116 4.270
C 3.142 1.279 4.375
C 2.282 1.655 3.377
C 2.140 0.892 2.181
O 1.337 1.277 1.255
C 0.567 2.212 -2.337
C -0.118 2.814 -1.129
C -1.526 2.268 -0.875
N -1.482 1.228 0.148
C -2.365 1.279 1.071
C -2.471 0.446 2.242
C -3.518 0.725 3.138
C -3.689 0.017 4.303
C -2.773 -1.011 4.594
C -1.743 -1.310 3.739
C -1.554 -0.599 2.523
O -0.593 -0.929 1.732
H 0.423 0.396 -4.303
H -0.969 0.255 -3.201
H 0.230 -1.018 -3.235
H 2.760 1.025 -1.549
H 2.637 1.040 -3.313
H 3.849 -0.856 -2.529
H 2.425 -1.394 -3.393
H 3.081 -2.582 -1.121
H 1.383 -2.261 -1.491
H 3.622 -1.968 0.914
H 4.399 -1.551 3.024
H 4.605 -0.173 5.065
H 3.213 1.890 5.269
H 1.666 2.541 3.466
H -0.044 2.392 -3.229
H 1.509 2.739 -2.501
H -0.154 3.897 -1.270
H 0.486 2.633 -0.237
H -1.951 1.846 -1.793
H -2.188 3.082 -0.564
H -3.122 2.071 1.007
H -4.210 1.523 2.884
H -4.505 0.242 4.976
H -2.880 -1.577 5.513
H -1.039 -2.105 3.954
S -3.571 -2.335 0.075
C -2.382 -3.399 0.750
C -2.534 -4.265 1.825
C -1.466 -5.059 2.228
C -1.639 -5.952 3.354
N -1.796 -6.664 4.244
C -0.241 -4.989 1.555
C -0.088 -4.107 0.486
C -1.145 -3.306 0.098
S -1.189 -2.132 -1.192
C 0.865 -5.842 1.926
N 1.749 -6.527 2.197
H -3.473 -4.317 2.362
H 0.867 -4.054 -0.022
*
```

LUMO (spin up / spin down) = 2.52 / 1.71 eV
DFT total energy = -3605.7527 hartree
<S²> = 8.77

ORCA calculation (ωB97M-V with the def2-TZVPD basis set) on a 2-piece molecular cluster, C29H27IN3O3 overall at a distorted geometry.

ORCA input file:
```
! wB97M-V def2-TZVPD RIJCOSX def2/J DEFGRID3
* xyz 1 1
C 1.015 -5.024 -0.497
N 0.796 -3.706 0.048
C -0.333 -2.983 -0.405
O -1.052 -3.502 -1.268
C -0.543 -1.694 0.203
I -2.405 -0.804 -0.099
C -3.398 -1.047 1.833
C -3.818 0.108 2.483
C -4.353 0.007 3.779
C -4.467 -1.250 4.387
C -4.094 -2.407 3.692
C -3.552 -2.309 2.395
C 0.219 -1.340 1.363
O -0.134 -0.523 2.228
N 1.504 -1.929 1.429
C 2.482 -1.380 2.331
C 1.820 -3.152 0.819
O 2.913 -3.699 0.961
H 2.028 -5.331 -0.250
H 0.298 -5.718 -0.043
H 0.860 -5.004 -1.577
H -3.728 1.076 1.992
H -4.682 0.907 4.302
H -4.858 -1.326 5.406
H -4.225 -3.388 4.153
H -3.257 -3.207 1.849
H 3.301 -2.093 2.400
H 2.863 -0.440 1.921
H 2.031 -1.202 3.310
C -2.620 4.013 1.375
N -1.650 3.270 0.592
C -0.673 2.480 1.119
C 0.189 2.028 0.089
C 1.331 1.255 0.247
C 2.112 0.709 -0.823
C 1.590 -0.084 -1.881
C 2.435 -0.586 -2.866
C 3.791 -0.229 -2.895
C 4.677 -0.656 -4.027
C 4.316 0.543 -1.850
C 3.507 0.968 -0.815
C -0.332 2.613 -1.150
C 0.111 2.610 -2.463
C -0.660 3.251 -3.441
C -1.852 3.907 -3.093
C -2.267 4.002 -1.751
C -1.493 3.347 -0.802
H -3.364 4.452 0.706
H -3.102 3.337 2.091
H -2.143 4.813 1.959
H -0.605 2.260 2.177
H 1.767 1.231 1.248
H 0.513 -0.280 -1.917
H 2.044 -1.237 -3.654
H 5.706 -0.333 -3.845
H 4.685 -1.745 -4.146
H 4.341 -0.206 -4.969
H 5.377 0.808 -1.865
H 3.924 1.548 0.012
H 1.058 2.133 -2.701
H -0.308 3.257 -4.474
H -2.461 4.355 -3.879
H -3.177 4.524 -1.456
*
```

LUMO = -4.74 eV
DFT total energy = -1808.7091 hartree

ORCA calculation (ωB97M-V with the def2-TZVPD basis set) on a 2-piece molecular cluster, C29H27IN3O3 overall at a distorted geometry.

ORCA input file:
```
! wB97M-V def2-TZVPD RIJCOSX def2/J DEFGRID3
* xyz 1 1
C -3.923 -2.730 2.706
N -3.182 -1.586 2.254
C -3.367 -1.202 0.913
O -4.227 -1.803 0.251
C -2.509 -0.153 0.449
I -2.621 0.284 -1.545
C -3.356 2.295 -1.385
C -2.571 3.269 -1.990
C -3.054 4.580 -2.062
C -4.293 4.892 -1.488
C -5.041 3.913 -0.825
C -4.562 2.591 -0.760
C -1.654 0.594 1.314
O -0.976 1.593 1.022
N -1.562 0.103 2.630
C -0.599 0.731 3.495
C -2.268 -0.999 3.133
O -2.100 -1.415 4.278
H -3.650 -2.901 3.742
H -4.995 -2.539 2.611
H -3.672 -3.602 2.094
H -1.605 3.007 -2.412
H -2.464 5.340 -2.575
H -4.678 5.909 -1.561
H -5.999 4.161 -0.366
H -5.125 1.818 -0.240
H -0.662 0.230 4.457
H 0.409 0.630 3.074
H -0.835 1.795 3.594
C 2.200 3.401 -3.161
N 2.198 2.166 -2.399
C 2.098 2.110 -1.045
C 2.250 0.767 -0.610
C 2.357 0.354 0.715
C 2.331 -1.000 1.174
C 1.480 -1.990 0.607
C 1.596 -3.323 0.980
C 2.547 -3.718 1.930
C 2.754 -5.168 2.225
C 3.303 -2.737 2.589
C 3.184 -1.404 2.238
C 2.430 -0.026 -1.833
C 2.780 -1.341 -2.084
C 2.984 -1.767 -3.407
C 2.891 -0.864 -4.476
C 2.600 0.495 -4.237
C 2.371 0.878 -2.923
H 2.336 3.162 -4.218
H 1.255 3.949 -3.028
H 3.013 4.068 -2.831
H 1.951 3.001 -0.440
H 2.580 1.132 1.451
H 0.765 -1.694 -0.166
H 0.971 -4.083 0.503
H 3.513 -5.293 3.002
H 1.830 -5.645 2.567
H 3.084 -5.721 1.337
H 3.997 -3.044 3.375
H 3.779 -0.633 2.734
H 2.897 -2.033 -1.255
H 3.220 -2.817 -3.595
H 3.052 -1.220 -5.495
H 2.547 1.233 -5.035
*
```

LUMO = -4.80 eV
DFT total energy = -1808.7130 hartree

ORCA calculation (ωB97M-V with the def2-TZVPD basis set) on C29H28BCl2N11O2RbS as an isolated structure at a distorted geometry.

ORCA input file:
```
! wB97M-V def2-TZVPD RIJCOSX def2/J DEFGRID3
* xyz 0 2
Rb 12.038 11.485 13.905
C 15.397 11.558 17.265
C 14.776 10.999 16.049
N 13.494 10.788 16.207
N 13.259 11.125 17.591
C 14.359 11.611 18.204
B 11.802 11.277 17.986
N 11.201 12.603 17.347
C 10.206 13.353 17.867
C 10.262 14.645 17.293
C 11.299 14.564 16.343
N 11.866 13.323 16.372
N 10.932 10.107 17.486
C 10.761 8.895 18.160
C 10.469 7.926 17.199
C 10.502 8.633 15.961
N 10.766 9.928 16.149
N 11.607 11.321 19.562
C 10.408 11.298 20.230
C 10.604 10.939 21.588
C 12.010 10.829 21.663
N 12.598 11.060 20.419
H 16.416 11.933 17.309
H 15.259 10.819 15.118
H 14.327 11.939 19.256
H 9.480 13.043 18.603
H 9.603 15.445 17.562
H 11.513 15.296 15.547
H 10.824 8.777 19.253
H 10.074 6.922 17.364
H 10.570 8.146 14.944
H 9.514 11.635 19.689
H 9.896 10.674 22.366
H 12.683 10.822 22.525
Cl 5.373 14.959 9.812
C 6.864 14.450 10.500
C 8.074 15.071 10.180
C 9.281 14.536 10.465
Cl 10.645 15.549 10.226
C 9.387 13.220 11.044
O 10.425 12.497 10.922
C 8.134 12.771 11.690
C 8.298 11.933 12.801
O 9.297 11.903 13.579
C 6.913 13.320 11.281
H 8.023 15.989 9.628
H 7.425 11.339 13.107
H 5.976 12.747 11.472
N 10.581 9.159 12.547
C 9.909 8.508 11.868
C 9.267 7.556 10.925
C 10.078 6.571 10.338
C 9.562 5.948 9.210
C 8.271 6.152 8.748
C 7.533 7.211 9.320
C 7.991 7.880 10.450
H 11.086 6.459 10.657
H 10.200 5.254 8.663
H 7.858 5.637 7.882
H 6.518 7.478 8.932
H 7.428 8.697 10.889
C 13.575 10.197 9.932
N 13.247 11.496 10.427
C 13.908 12.173 11.345
S 15.304 11.637 12.125
N 13.345 13.451 11.623
C 14.180 14.584 11.853
H 13.425 10.174 8.842
H 12.982 9.337 10.388
H 14.602 9.986 10.223
H 12.346 11.923 10.215
H 12.465 13.647 11.106
H 14.341 15.244 10.928
H 15.215 14.143 12.055
H 13.933 15.155 12.702
*
```

LUMO (spin up / spin down) = -1.63 / -4.02 eV
DFT total energy = -3242.1733 hartree
<S²> = 0.81

ORCA calculation (ωB97M-V with the def2-TZVPD basis set) on C29H28BF7O2 as an isolated structure at a distorted geometry.

ORCA input file:
```
! wB97M-V def2-TZVPD RIJCOSX def2/J DEFGRID3
* xyz 0 1
F 2.499 0.902 -2.002
C 2.636 0.758 -0.635
C 3.845 1.130 -0.040
C 3.941 0.944 1.344
F 5.130 1.281 1.961
C 2.920 0.382 2.106
C 1.751 -0.046 1.456
C 0.690 -0.819 2.196
C -0.611 -0.136 1.992
C -0.869 1.072 2.655
C -2.048 1.765 2.404
F -2.298 2.928 3.092
C -2.996 1.317 1.482
C -2.710 0.120 0.829
F -3.606 -0.348 -0.109
C -1.555 -0.622 1.081
C 1.580 0.215 0.091
H 4.670 1.533 -0.629
H 3.036 0.261 3.184
H 1.069 -0.747 3.209
H -0.132 1.480 3.352
H -3.913 1.870 1.302
H -1.378 -1.550 0.531
H 0.644 -0.016 -0.417
C 2.789 -4.930 3.407
C 2.330 -3.679 2.685
C 3.532 -3.048 2.015
C 1.059 -3.972 1.755
C 0.939 -2.921 0.682
C 0.922 -5.375 1.216
O -0.072 -3.662 2.597
B 0.444 -2.744 3.537
C -0.538 -1.751 4.375
C -1.921 -1.793 4.177
C -2.769 -0.948 4.884
C -2.233 -0.077 5.826
C -3.126 0.868 6.592
F -2.866 0.837 7.935
F -2.938 2.163 6.181
F -4.450 0.586 6.426
C -0.863 -0.033 6.062
C -0.018 -0.881 5.350
C -0.102 -3.997 4.960
C 0.945 -4.581 5.833
C -0.245 -3.914 6.442
O 1.835 -2.719 3.645
H 3.248 -5.622 2.690
H 3.547 -4.667 4.153
H 1.963 -5.438 3.917
H 3.922 -3.693 1.217
H 3.281 -2.061 1.614
H 4.315 -2.909 2.771
H 1.828 -2.795 0.057
H 0.050 -3.120 0.075
H 0.701 -1.907 1.385
H 1.751 -5.582 0.529
H 0.917 -6.125 2.012
H -0.015 -5.456 0.655
H -2.350 -2.506 3.472
H -3.839 -0.955 4.693
H -0.458 0.664 6.795
H 1.050 -0.875 5.584
H -0.785 -4.675 4.432
H 1.000 -5.669 5.927
H 1.899 -4.061 5.926
H -0.083 -2.955 6.930
H -0.980 -4.561 6.925
*
```

LUMO = -2.76 eV
DFT total energy = -1996.1046 hartree

ORCA calculation (ωB97M-V with the def2-TZVPD basis set) on C29H28CrFN10O7 as an isolated structure.

ORCA input file:
```
! wB97M-V def2-TZVPD RIJCOSX def2/J DEFGRID3
* xyz 0 2
Cr -0.200 0.246 0.000
C 3.005 -6.522 0.114
O 1.738 -7.138 -0.048
C 0.735 -6.731 0.767
C 0.874 -5.764 1.760
C -0.227 -5.393 2.520
C -1.466 -5.985 2.312
C -1.575 -7.000 1.366
C -0.497 -7.356 0.583
N -2.643 -5.729 3.103
N -2.919 -4.599 3.533
C -2.255 -3.426 3.048
C -1.798 -2.539 3.983
C -1.057 -1.387 3.642
C -0.819 -1.100 2.326
O -0.120 -0.057 1.883
C -1.376 -1.964 1.340
N -1.145 -1.562 0.054
C -1.696 -2.241 -0.925
C -2.521 -3.354 -0.688
C -2.735 -3.783 0.590
C -2.123 -3.100 1.667
H 3.657 -6.970 -0.628
H 3.412 -6.707 1.111
H 2.947 -5.444 -0.058
H 1.829 -5.295 1.953
H -0.102 -4.654 3.299
H -2.531 -7.495 1.245
H -0.578 -8.129 -0.171
H -1.973 -2.779 5.026
H -0.683 -0.722 4.409
H -1.499 -1.893 -1.929
H -2.985 -3.855 -1.527
H -3.387 -4.625 0.775
F -4.552 2.293 4.294
C -4.413 2.805 3.069
C -3.213 3.096 2.574
N -3.045 3.655 1.321
C -1.712 3.765 0.765
C -1.135 2.417 0.410
O 0.113 2.305 0.214
O -1.893 1.409 0.329
C -4.122 3.885 0.483
O -4.009 4.334 -0.637
N -5.347 3.575 1.040
C -5.627 3.034 2.295
O -6.756 2.800 2.651
H -2.314 2.909 3.146
H -1.044 4.262 1.466
H -1.776 4.361 -0.143
H -6.144 3.747 0.444
C 2.536 0.498 1.139
N 1.899 -0.183 -0.047
C 2.564 0.376 -1.273
N 4.001 0.176 -1.244
C 4.556 0.833 -0.060
N 3.973 0.296 1.170
C 4.240 -1.143 1.223
N 3.677 -1.848 0.063
C 2.241 -1.627 0.033
C 4.268 -1.262 -1.147
H 2.089 0.086 2.037
H 2.302 1.559 1.078
H 2.322 1.436 -1.332
H 2.154 -0.132 -2.142
H 4.351 1.903 -0.116
H 5.636 0.680 -0.042
H 3.807 -1.554 2.136
H 5.318 -1.305 1.239
H 1.785 -2.031 0.939
H 1.811 -2.126 -0.837
H 3.857 -1.762 -2.025
H 5.346 -1.421 -1.122
O -0.318 0.204 -4.258
C -0.305 0.272 -3.084
N -0.284 0.338 -1.890
*
```

LUMO (spin up / spin down) = -1.14 / -0.67 eV
DFT total energy = -3340.5578 hartree
<S²> = 0.76

ORCA calculation (ωB97M-V with the def2-TZVPD basis set) on C29H28CuN4O2P as an isolated structure.

ORCA input file:
```
! wB97M-V def2-TZVPD RIJCOSX def2/J DEFGRID3
* xyz 1 2
Cu 0.103 0.107 -2.322
C -6.222 -1.236 3.146
O -5.350 -0.865 4.205
C -4.527 0.181 4.023
C -4.479 0.952 2.857
C -3.590 2.008 2.772
C -2.752 2.308 3.844
C -2.845 1.569 5.029
C -3.702 0.500 5.109
N -1.857 3.392 3.860
N -1.444 3.920 2.813
C -1.130 3.400 1.622
C -1.227 4.283 0.508
C -1.027 3.866 -0.765
C -0.624 2.511 -1.044
O -0.451 2.090 -2.197
C -0.376 1.623 0.121
N 0.105 0.401 -0.170
C 0.416 -0.411 0.824
C 0.295 -0.037 2.164
C -0.208 1.203 2.470
C -0.594 2.062 1.429
H -6.756 -2.114 3.495
H -5.657 -1.485 2.245
H -6.934 -0.437 2.931
H -5.145 0.750 2.032
H -3.575 2.621 1.880
H -2.224 1.851 5.868
H -3.779 -0.096 6.007
H -1.523 5.303 0.717
H -1.148 4.533 -1.607
H 0.801 -1.387 0.546
H 0.608 -0.718 2.942
H -0.283 1.521 3.499
N -1.924 -0.650 -2.488
H -2.142 -1.375 -1.814
H -2.127 -1.018 -3.411
H -2.559 0.125 -2.332
C 1.957 -1.815 -4.645
P 1.894 -1.009 -3.012
C 3.475 -0.134 -2.854
C 3.673 0.655 -1.718
C 4.849 1.363 -1.548
C 5.837 1.310 -2.524
C 5.644 0.545 -3.662
C 4.468 -0.177 -3.827
C 2.045 -2.424 -1.860
C 3.197 -2.703 -1.132
C 3.218 -3.760 -0.229
C 2.095 -4.551 -0.052
C 0.943 -4.287 -0.784
C 0.918 -3.226 -1.673
H 1.905 -1.065 -5.434
H 1.088 -2.466 -4.734
H 2.857 -2.417 -4.762
H 2.894 0.714 -0.966
H 4.994 1.964 -0.661
H 6.754 1.869 -2.397
H 6.408 0.507 -4.426
H 4.339 -0.772 -4.720
H 4.085 -2.100 -1.269
H 4.121 -3.967 0.330
H 2.116 -5.377 0.646
H 0.067 -4.911 -0.660
H 0.013 -3.018 -2.233
*
```

LUMO (spin up / spin down) = -3.62 / -4.53 eV
DFT total energy = -3473.0178 hartree
<S²> = 0.82